The molecule C25H26N4O6, computed with ωB97M-V/def2-TZVPD.

Summary:
max |F|	0.8	eV/Å
SMILES	COCCCN(C(=O)C[C@@H]1OC(=O)c2ccccc21)c1c(N)n(Cc2ccccc2)c(=O)[nH]c1=O
HOMO-LUMO gap	8.3	eV
HOMO energy	-0.308	Ha

```
! RIJCOSX wB97M-V def2-TZVPD def2/J DEFGRID3
* xyz 0 1
H -0.15 5.67 2.26
C 0.88 -2.37 2.56
C -0.77 -4.20 -2.11
C -1.19 -1.86 -2.45
H -3.26 -1.31 -2.58
H 1.87 -0.77 3.60
C 2.97 -3.97 0.94
C -1.71 6.14 -0.73
H 3.80 -3.92 0.23
N -0.96 -0.54 0.09
H -1.07 -0.40 1.08
H 2.58 -4.99 0.97
H -0.13 -2.15 2.90
H -0.29 -0.33 -3.65
H 0.97 2.38 0.82
H -0.71 7.44 0.64
C -1.09 4.15 1.08
C 1.73 -1.09 2.56
C -1.79 3.86 -0.09
C 0.26 -0.18 -0.39
H -1.27 2.87 2.84
C -2.11 4.84 -1.01
H -1.78 -0.30 -0.46
C 2.64 0.31 -0.07
O 1.99 -3.08 0.46
C -2.56 -2.12 -2.45
O 3.64 0.54 0.58
H -1.94 6.93 -1.42
N 2.69 0.28 -1.46
H 3.60 0.43 -1.88
N 1.14 0.04 1.86
H 1.34 -3.04 3.29
C -1.01 6.43 0.44
H -0.06 -5.01 -1.97
C 0.59 2.44 1.84
C 0.78 1.13 2.59
O 1.82 0.08 -3.54
H -2.65 4.60 -1.91
O 0.60 1.08 3.79
H 2.70 -1.29 2.11
O -1.62 1.90 1.07
H 0.45 -4.11 1.36
C -0.88 2.86 1.82
H -1.49 0.27 -2.49
C -3.02 -3.42 -2.29
H 1.16 3.20 2.39
H -2.49 -5.47 -1.99
C -0.69 5.43 1.36
O -2.60 1.72 -0.93
C -0.69 -0.46 -2.64
N 0.43 -0.15 -1.75
C 1.32 0.07 0.45
H 0.06 -2.58 0.56
C -0.30 -2.91 -2.28
C -2.13 -4.46 -2.11
C 0.79 -3.08 1.20
C -2.08 2.42 -0.09
C 1.67 0.07 -2.34
H 3.33 -3.69 1.93
H 0.76 -2.72 -2.27
H -4.08 -3.61 -2.29
*
```

What are the Mulliken partial charges on each atom? They are as follows, in elementary charge units: atom 1 (H): 0.495, atom 2 (C): -0.971, atom 3 (C): -0.605, atom 4 (C): 0.842, atom 5 (H): 0.437, atom 6 (H): 0.567, atom 7 (C): -0.893, atom 8 (C): -0.539, atom 9 (H): 0.249, atom 10 (N): 0.060, atom 11 (H): 0.432, atom 12 (H): 0.325, atom 13 (H): 0.393, atom 14 (H): 0.569, atom 15 (H): 0.317, atom 16 (H): 0.411, atom 17 (C): 0.089, atom 18 (C): -0.898, atom 19 (C): 0.186, atom 20 (C): -0.594, atom 21 (H): 0.394, atom 22 (C): -0.460, atom 23 (H): 0.164, atom 24 (C): 0.131, atom 25 (O): -0.202, atom 26 (C): -0.430, atom 27 (O): -0.714, atom 28 (H): 0.404, atom 29 (N): 0.015, atom 30 (H): 0.274, atom 31 (N): 0.301, atom 32 (H): 0.419, atom 33 (C): -0.540, atom 34 (H): 0.438, atom 35 (C): -0.454, atom 36 (C): 0.412, atom 37 (O): -0.674, atom 38 (H): 0.520, atom 39 (O): -0.708, atom 40 (H): 0.424, atom 41 (O): -0.333, atom 42 (H): 0.625, atom 43 (C): 0.207, atom 44 (H): 0.315, atom 45 (C): -0.708, atom 46 (H): 0.732, atom 47 (H): 0.402, atom 48 (C): -0.634, atom 49 (O): -0.685, atom 50 (C): -1.499, atom 51 (N): -0.001, atom 52 (C): 0.050, atom 53 (H): -0.252, atom 54 (C): -0.206, atom 55 (C): -0.514, atom 56 (C): -0.063, atom 57 (C): 0.460, atom 58 (C): 0.523, atom 59 (H): 0.314, atom 60 (H): 0.289, atom 61 (H): 0.390